No. 1
{
  "formula": "C41H70CsIN4OP3Si",
  "method": "ωB97M-V/def2-TZVPD",
  "charge": -1,
  "e_above_lowest_kcal_mol": 10.5,
  "spin_multiplicity": 1,
  "symbols": ["Cs", "C", "C", "C", "P", "C", "C", "C", "C", "C", "C", "C", "C", "C", "Si", "C", "C", "C", "C", "C", "C", "P", "C", "C", "C", "C", "C", "C", "C", "C", "C", "C", "C", "C", "P", "C", "C", "C", "C", "C", "C", "H", "H", "H", "H", "H", "H", "H", "H", "H", "H", "H", "H", "H", "H", "H", "H", "H", "H", "H", "H", "H", "H", "H", "H", "H", "H", "H", "H", "H", "H", "H", "H", "H", "H", "H", "H", "H", "H", "H", "H", "H", "H", "H", "H", "H", "H", "H", "H", "H", "H", "H", "H", "H", "H", "C", "N", "C", "C", "O", "N", "C", "C", "H", "H", "H", "H", "H", "H", "H", "H", "H", "H", "H", "H", "N", "N", "H", "H", "H", "H", "I"],
  "positions_angstrom": [[-0.2477, -1.2890, -0.0209], [-1.6294, -1.9824, 3.2211], [-0.3750, -1.5771, 3.9984], [0.6311, -2.7354, 4.0048], [0.4718, -0.1124, 3.2302], [1.8041, 0.2821, 4.5028], [1.5023, 0.0100, 5.9733], [2.2264, 1.7417, 4.3378], [-0.5924, 1.3579, 3.5466], [-1.2326, 1.5186, 4.7791], [-1.6339, 2.7643, 5.2252], [-1.3479, 3.8783, 4.4476], [-0.7836, 3.7108, 3.1938], [-0.4554, 2.4549, 2.6647], [-0.0919, 2.2165, 0.7307], [-1.6392, 3.1997, 0.0136], [-2.6621, 3.7701, 0.7899], [-3.7325, 4.4625, 0.2504], [-3.8330, 4.6262, -1.1231], [-2.8857, 4.0186, -1.9240], [-1.8272, 3.2872, -1.3864], [-0.7776, 2.2907, -2.5316], [-2.0685, 1.3918, -3.5513], [-3.2362, 0.8865, -2.7055], [-1.3823, 0.1888, -4.2065], [-0.2560, 3.6326, -3.7201], [0.4532, 3.0566, -4.9435], [0.6427, 4.6322, -2.9997], [1.3128, 3.5607, 0.4425], [0.9436, 4.9125, 0.3973], [1.8422, 5.9391, 0.1699], [3.1781, 5.6368, -0.0394], [3.5804, 4.3129, -0.0085], [2.6832, 3.2687, 0.2287], [3.3110, 1.5171, 0.3172], [3.7424, 1.1015, -1.4645], [4.6367, 2.0867, -2.2105], [2.4668, 0.8646, -2.2606], [5.0481, 1.7600, 0.9636], [5.0320, 2.2591, 2.4039], [5.8115, 0.4385, 0.8904], [-2.0859, -2.8500, 3.7040], [-1.4076, -2.2865, 2.1955], [-2.3712, -1.1805, 3.1944], [-0.6745, -1.3630, 5.0304], [1.0230, -2.9194, 3.0014], [0.1499, -3.6595, 4.3317], [1.4766, -2.5425, 4.6659], [2.6403, -0.3541, 4.1907], [0.7056, 0.6639, 6.3294], [2.3930, 0.2258, 6.5710], [1.2173, -1.0234, 6.1692], [1.4732, 2.4061, 4.7631], [2.3474, 2.0158, 3.2895], [3.1718, 1.9208, 4.8572], [-1.3873, 0.6569, 5.4193], [-2.1258, 2.8706, 6.1854], [-1.5929, 4.8730, 4.8045], [-0.6198, 4.5953, 2.5883], [-2.6281, 3.6677, 1.8648], [-4.4888, 4.8826, 0.9042], [-4.6508, 5.1859, -1.5618], [-3.0002, 4.0853, -3.0020], [-2.4456, 2.0701, -4.3273], [-2.8800, 0.3129, -1.8471], [-3.8577, 0.2116, -3.3034], [-3.8629, 1.6957, -2.3360], [-1.0832, -0.5254, -3.4365], [-0.4864, 0.4638, -4.7659], [-2.0658, -0.3261, -4.8883], [-1.1563, 4.1569, -4.0626], [1.3091, 2.4453, -4.6479], [0.8244, 3.8674, -5.5762], [-0.2124, 2.4410, -5.5507], [1.5185, 4.1462, -2.5612], [0.1117, 5.1301, -2.1902], [0.9974, 5.3956, -3.6989], [-0.1029, 5.1709, 0.5255], [1.5015, 6.9685, 0.1465], [3.9036, 6.4199, -0.2271], [4.6296, 4.1057, -0.1753], [4.2697, 0.1444, -1.3765], [4.1337, 3.0466, -2.3383], [4.8598, 1.6954, -3.2075], [5.5883, 2.2623, -1.7074], [1.8204, 1.7392, -2.2283], [1.8905, 0.0204, -1.8837], [2.7045, 0.6670, -3.3122], [5.5822, 2.4953, 0.3573], [4.6079, 1.5038, 3.0640], [4.4442, 3.1719, 2.5112], [6.0514, 2.4673, 2.7423], [5.2564, -0.3576, 1.3925], [6.7799, 0.5347, 1.3887], [6.0001, 0.1228, -0.1360], [-5.0056, -2.3069, -0.8811], [-4.4443, -3.1896, -1.8885], [-5.2902, -3.3201, -3.0630], [-3.0666, -3.0657, -2.0676], [-2.4471, -2.1572, -1.5261], [-2.4762, -4.0048, -2.8576], [-2.9931, -5.3544, -2.9788], [-1.0842, -3.8550, -3.2455], [-6.0198, -2.6394, -0.6577], [-5.0367, -1.2645, -1.2179], [-4.4094, -2.3569, 0.0264], [-5.5910, -2.3321, -3.4365], [-6.1941, -3.8824, -2.8192], [-4.7648, -3.8355, -3.8611], [-3.9061, -5.4615, -2.4007], [-2.2511, -6.0543, -2.5871], [-3.1979, -5.6116, -4.0237], [-0.6816, -2.9066, -2.9061], [-0.9908, -3.9156, -4.3329], [-0.4850, -4.6507, -2.7967], [2.3292, -2.6779, -3.4094], [1.8643, -2.5766, -2.0605], [3.2561, -3.0862, -3.4548], [2.3849, -1.7396, -3.7836], [2.6346, -2.3944, -1.4211], [1.4778, -3.4736, -1.7710], [0.3569, -4.9517, 0.4136]],
  "forces_ev_per_angstrom": [[0.4, 0.2, -0.2], [-0.1, 0.1, 0.1], [0.0, 0.0, 0.1], [0.0, 0.1, 0.0], [-0.1, 0.1, 0.0], [0.0, 0.0, -0.1], [0.0, 0.0, 0.0], [0.0, 0.0, 0.0], [0.0, 0.0, 0.0], [0.0, -0.1, 0.0], [0.0, 0.1, 0.1], [0.0, 0.0, 0.1], [0.0, 0.0, 0.0], [0.0, 0.1, -0.1], [0.1, -0.3, 0.2], [0.0, 0.0, -0.1], [0.0, 0.0, 0.1], [-0.1, 0.0, -0.1], [-0.1, 0.1, 0.1], [0.0, 0.0, -0.1], [0.1, -0.1, 0.0], [-0.1, 0.2, 0.2], [0.0, 0.0, 0.0], [0.0, 0.0, 0.0], [0.0, 0.0, -0.1], [0.0, 0.0, -0.1], [0.0, 0.0, 0.0], [0.0, 0.0, 0.0], [-0.1, 0.0, 0.0], [-0.1, 0.0, 0.0], [0.1, 0.1, 0.0], [0.0, 0.1, 0.0], [0.1, 0.0, 0.0], [-0.1, -0.1, 0.0], [-0.1, 0.0, 0.0], [-0.1, 0.0, 0.0], [0.0, 0.0, 0.0], [0.0, 0.0, 0.0], [0.0, 0.0, 0.0], [0.0, 0.1, 0.0], [0.0, 0.0, 0.0], [0.0, 0.0, 0.0], [0.0, -0.1, 0.3], [0.0, 0.0, 0.0], [0.0, 0.0, 0.0], [0.0, 0.0, 0.0], [0.0, 0.0, 0.0], [0.0, 0.0, 0.0], [0.0, 0.0, 0.0], [0.0, 0.0, 0.0], [0.0, 0.0, 0.0], [0.0, 0.0, 0.0], [0.0, 0.0, 0.0], [0.0, 0.0, 0.0], [0.0, 0.0, 0.0], [0.0, 0.0, 0.0], [0.0, 0.0, 0.0], [0.0, 0.0, 0.0], [0.0, 0.0, 0.0], [0.0, 0.0, 0.0], [0.0, 0.0, 0.0], [0.0, 0.0, 0.0], [0.0, 0.0, 0.0], [0.0, 0.0, 0.0], [0.0, 0.0, 0.0], [0.0, 0.0, 0.0], [0.0, 0.0, 0.0], [0.0, 0.0, 0.0], [0.0, 0.0, 0.0], [0.0, 0.0, 0.0], [0.0, 0.0, 0.0], [0.0, 0.0, 0.0], [0.0, 0.0, 0.0], [0.0, 0.0, 0.0], [0.0, 0.0, 0.0], [0.0, 0.0, 0.0], [0.0, 0.0, 0.0], [0.0, 0.0, 0.0], [0.0, 0.0, 0.0], [0.0, 0.0, 0.0], [0.0, 0.0, 0.0], [0.0, 0.0, 0.0], [0.0, 0.0, 0.0], [0.0, 0.0, 0.0], [0.0, 0.0, 0.0], [0.0, 0.0, 0.0], [0.0, 0.0, 0.0], [0.0, 0.0, 0.0], [0.0, 0.0, 0.0], [0.0, 0.0, 0.0], [0.0, 0.0, 0.0], [0.0, 0.0, 0.0], [0.0, 0.0, 0.0], [0.0, 0.0, 0.0], [0.0, 0.0, 0.0], [0.0, 0.0, 0.0], [0.0, 0.0, 0.0], [0.0, 0.0, 0.0], [-0.1, -0.1, 0.0], [-0.1, 0.0, -0.2], [0.0, 0.0, 0.0], [0.0, 0.0, 0.0], [0.1, -0.1, 0.0], [0.0, 0.0, 0.0], [0.0, 0.0, 0.0], [0.0, 0.0, 0.0], [0.0, 0.0, 0.0], [0.0, 0.0, 0.0], [0.0, 0.0, 0.0], [0.0, 0.0, 0.0], [0.0, 0.0, 0.0], [0.0, 0.0, 0.0], [-0.1, 0.0, 0.0], [0.0, 0.0, 0.0], [0.0, 0.0, 0.1], [-0.1, 0.0, 0.0], [0.1, -0.1, 0.1], [0.0, 0.0, 0.0], [0.0, 0.0, 0.0], [0.0, 0.0, 0.0], [0.0, 0.0, 0.0], [0.0, 0.0, -0.1]]
}

No. 2
{
  "formula": "C17H50BF4N12O9",
  "method": "ωB97M-V/def2-TZVPD",
  "charge": -1,
  "e_above_lowest_kcal_mol": 0.0,
  "spin_multiplicity": 1,
  "symbols": ["B", "F", "F", "F", "F", "C", "O", "C", "C", "N", "C", "C", "O", "C", "H", "H", "H", "H", "H", "H", "H", "H", "H", "H", "H", "H", "H", "H", "H", "C", "O", "C", "C", "N", "C", "C", "O", "C", "H", "H", "H", "H", "H", "H", "H", "H", "H", "H", "H", "H", "H", "H", "H", "C", "O", "N", "N", "H", "H", "H", "H", "C", "O", "N", "N", "H", "H", "H", "H", "C", "O", "N", "N", "H", "H", "H", "H", "C", "O", "N", "N", "H", "H", "H", "H", "C", "O", "N", "N", "H", "H", "H", "H"],
  "positions_angstrom": [[1.9123, 0.4538, -1.3321], [1.9536, -0.9127, -0.8868], [2.5000, 1.3190, -0.4152], [2.7477, 0.4824, -2.4857], [0.6233, 0.7481, -1.6911], [-2.9786, 1.0412, 4.2269], [-2.9522, 1.1895, 2.8152], [-3.1732, 2.4937, 2.3208], [-3.3981, 2.3970, 0.8091], [-2.1033, 2.2705, 0.1627], [-2.2126, 2.1663, -1.3008], [-3.0791, 0.9755, -1.7160], [-4.4438, 1.3046, -1.8302], [-5.2097, 0.7852, -2.8948], [-2.0495, 1.3993, 4.6722], [-3.1488, -0.0281, 4.3454], [-3.8571, 1.5442, 4.6447], [-2.3075, 3.1051, 2.6035], [-4.0255, 3.0043, 2.7913], [-3.9658, 3.2617, 0.4326], [-4.0202, 1.5319, 0.5823], [-1.6008, 3.1477, 0.2461], [-1.2326, 2.1706, -1.7691], [-2.7476, 3.0440, -1.7020], [-2.9580, 0.2147, -0.9325], [-2.6511, 0.4163, -2.5558], [-4.7534, 0.9645, -3.8769], [-6.1901, 1.2501, -2.9156], [-5.1780, -0.3040, -2.7896], [1.6482, -2.9222, 1.8687], [0.3496, -2.6606, 1.4070], [-0.5502, -3.7454, 1.5668], [-1.8633, -3.4170, 0.8816], [-2.5086, -2.2876, 1.5927], [-3.8857, -2.0875, 1.1260], [-4.8716, -2.9251, 1.9120], [-4.6780, -2.6908, 3.2898], [-5.6076, -3.3652, 4.1004], [2.0862, -1.9329, 1.7166], [2.2004, -3.6022, 1.2078], [1.7520, -3.2803, 2.8983], [-0.6224, -3.9306, 2.6469], [-0.1585, -4.6780, 1.1371], [-2.5024, -4.3073, 0.8753], [-1.6072, -3.0979, -0.1266], [-2.5477, -2.5274, 2.5762], [-3.9073, -2.2646, 0.0504], [-4.0720, -1.0218, 1.2935], [-4.7911, -4.0015, 1.7122], [-5.8821, -2.6095, 1.6183], [-5.6402, -2.9221, 5.0934], [-5.3396, -4.4270, 4.1039], [-6.6277, -3.2798, 3.7068], [0.5314, 4.4352, 0.7147], [0.6481, 3.5275, 1.5433], [0.5835, 4.1648, -0.6199], [0.2646, 5.6856, 1.1298], [1.1143, 3.3173, -0.7757], [0.5970, 4.8895, -1.3152], [0.1478, 5.8378, 2.1132], [0.2485, 6.4721, 0.5055], [4.9644, 3.3892, -2.6881], [5.7098, 4.2538, -3.1913], [4.6499, 3.4564, -1.3876], [4.6024, 2.2512, -3.3382], [5.0959, 4.2214, -0.9189], [4.0263, 2.7465, -1.0370], [4.2035, 1.4755, -2.8179], [4.8835, 2.1346, -4.2910], [5.7996, -1.6834, -2.7955], [6.3607, -1.4026, -1.7429], [6.5175, -2.0498, -3.9075], [4.4655, -1.8047, -2.9643], [6.0582, -2.3335, -4.7543], [7.4599, -2.3846, -3.8426], [4.0971, -2.1262, -3.8394], [3.7883, -1.4636, -2.3037], [5.2488, 0.2346, 1.9750], [5.9917, -0.0297, 1.0442], [5.5910, 0.0914, 3.3089], [3.9940, 0.7542, 1.8248], [6.4982, -0.2831, 3.5100], [4.8481, 0.2110, 3.9652], [3.3916, 0.7784, 2.6211], [3.7167, 1.0368, 0.8971], [0.1992, -2.4367, -3.4334], [-0.3587, -3.2278, -4.2235], [0.1551, -2.6044, -2.0824], [1.0485, -1.4823, -3.7957], [0.8462, -2.0637, -1.5625], [-0.3729, -3.3387, -1.6627], [1.3678, -1.0037, -2.9625], [1.1433, -1.0984, -4.7128]],
  "forces_ev_per_angstrom": [[0.6, -0.9, -0.3], [0.3, 0.6, 0.3], [-0.5, 0.4, 0.1], [-0.3, 0.0, -0.1], [-0.2, 0.5, 0.2], [-0.5, -0.1, -1.2], [-0.5, 0.0, 0.1], [0.0, 0.0, 0.1], [0.6, 0.4, 0.5], [0.2, 0.1, -1.3], [-1.3, 0.1, -0.2], [1.1, -1.3, 0.4], [-0.7, 1.1, -0.1], [1.6, -0.7, -0.2], [0.0, -0.1, 0.2], [0.4, 0.0, 0.5], [0.1, 0.2, 0.2], [0.2, 0.2, -0.5], [-0.3, -0.4, 0.1], [0.0, 0.2, 0.1], [0.1, -0.1, 0.2], [0.2, -0.2, 0.8], [0.1, -0.4, 0.2], [0.0, 0.1, -0.1], [-0.2, 0.1, 0.3], [-0.3, 0.6, -0.6], [0.2, 0.3, 0.0], [-0.1, -0.2, 0.4], [-0.8, -0.1, -0.1], [0.5, 1.0, -1.0], [-0.8, -0.9, 0.0], [0.5, 0.0, 0.0], [0.2, 0.8, 1.4], [0.1, -1.0, -0.9], [1.1, 0.6, 0.8], [-0.6, 0.1, -0.5], [0.0, 0.6, 0.3], [-0.2, -0.2, -0.5], [0.6, -0.2, 0.5], [-0.2, -0.2, 0.0], [-0.4, 0.1, 0.1], [-0.5, -0.1, 0.1], [0.2, 0.1, -0.2], [0.1, -0.2, -0.2], [-0.3, 0.0, -0.1], [0.1, 0.2, 0.1], [-0.3, -0.1, 0.0], [-0.4, -0.1, -0.1], [0.1, 0.0, -0.1], [-0.1, -0.1, 0.1], [0.4, -0.1, 0.1], [-0.2, -0.1, 0.4], [0.0, 0.0, -0.2], [0.1, -1.9, 1.3], [0.1, 0.7, -0.5], [0.2, 0.0, 0.0], [-0.3, 1.4, -0.4], [-0.2, 0.0, -0.4], [0.2, 0.0, 0.0], [0.1, -0.1, 0.0], [0.0, 0.0, 0.1], [2.6, 0.3, -1.3], [-1.0, -0.4, -0.1], [-0.8, -0.3, -0.1], [-0.4, 0.2, 0.4], [-0.3, -0.2, 0.5], [0.2, 0.4, 0.8], [0.1, 0.3, -0.5], [0.1, 0.0, 0.0], [1.0, -0.7, 1.5], [-0.5, 0.1, -0.8], [0.3, -0.1, -1.3], [-0.7, 0.0, -0.3], [-0.2, 0.0, 0.1], [0.0, 0.3, 0.5], [-0.1, 0.1, 0.0], [0.3, 0.2, 0.2], [0.1, 0.1, -0.4], [-0.1, 0.3, 0.7], [0.0, 0.0, -0.7], [0.8, -0.2, -0.1], [-0.2, -0.2, 0.3], [0.4, -0.1, 0.6], [-0.5, 0.3, -0.3], [-0.4, -0.3, 0.3], [-1.1, -3.6, -1.0], [0.0, 1.2, 0.6], [0.4, 0.9, 0.0], [0.9, 1.1, 1.0], [-0.8, -0.5, 0.5], [0.1, -0.2, -0.2], [0.4, 0.7, -1.2], [-0.2, -0.1, 0.0]]
}